No. 1
Below is C33H32Cl2InN3O6S2 as an isolated structure, with properties calculated with ωB97M-V/def2-TZVPD.

Structure (XYZ):
```
79
Properties=species:S:1:pos:R:3:lowdin_charge:R:1
In -0.631 0.245 -1.701 0.744
C -2.697 -3.334 -5.884 -0.071
C -2.145 -3.573 -4.487 -0.240
N -0.735 -3.204 -4.380 -0.113
C 0.244 -4.252 -4.669 -0.197
C 0.688 -4.980 -3.409 -0.059
C -0.322 -1.999 -4.002 -0.657
S -1.517 -0.737 -3.789 0.801
N 0.989 -1.784 -3.963 0.128
C 1.651 -1.052 -3.104 -0.421
O 1.234 -0.733 -1.939 -0.067
C 3.019 -0.619 -3.476 -0.132
C 3.591 0.450 -2.792 -0.002
C 4.851 0.900 -3.150 -0.066
C 5.547 0.276 -4.176 -0.081
C 4.980 -0.797 -4.852 -0.078
C 3.714 -1.241 -4.509 -0.022
H -3.727 -3.682 -5.944 0.079
H -2.113 -3.867 -6.635 0.074
H -2.677 -2.271 -6.121 0.064
H -2.210 -4.630 -4.222 0.121
H -2.707 -3.007 -3.746 0.088
H 1.097 -3.790 -5.164 0.111
H -0.227 -4.942 -5.369 0.119
H 1.185 -4.291 -2.728 0.074
H 1.385 -5.778 -3.663 0.078
H -0.165 -5.423 -2.893 0.076
H 3.036 0.928 -1.996 0.112
H 5.290 1.738 -2.627 0.106
H 6.532 0.626 -4.453 0.103
H 5.524 -1.286 -5.648 0.102
H 3.257 -2.069 -5.031 0.105
Cl 2.191 1.167 2.049 0.749
C 2.247 0.396 3.605 -0.569
C 3.416 0.453 4.342 -0.110
C 3.476 -0.159 5.583 -0.086
C 2.379 -0.855 6.059 -0.112
C 1.227 -0.937 5.296 -0.586
Cl -0.073 -1.924 5.884 0.737
C 1.108 -0.285 4.061 -0.301
N -0.034 -0.361 3.268 0.076
C -1.318 0.026 3.699 -0.220
C -1.496 0.788 4.851 -0.052
C -2.764 1.137 5.281 -0.087
C -3.877 0.757 4.552 -0.095
C -3.706 0.007 3.401 -0.044
C -2.447 -0.380 2.955 -0.148
C -2.358 -1.300 1.758 -0.029
C -1.819 -0.772 0.436 -0.592
O -2.073 -1.377 -0.617 -0.006
O -1.081 0.278 0.399 -0.047
H 4.266 0.984 3.940 0.104
H 4.381 -0.106 6.171 0.106
H 2.412 -1.362 7.012 0.103
H 0.125 -0.118 2.299 0.073
H -0.628 1.101 5.416 0.113
H -2.878 1.707 6.194 0.104
H -4.870 1.027 4.883 0.100
H -4.575 -0.308 2.836 0.113
H -3.346 -1.695 1.526 0.125
H -1.727 -2.163 2.001 0.142
C -1.751 5.014 3.931 -0.046
C -1.506 4.517 2.535 -0.262
C -0.350 4.890 1.853 -0.032
C -0.103 4.435 0.573 -0.047
C -1.026 3.597 -0.040 -0.278
C -2.183 3.214 0.613 -0.044
C -2.414 3.675 1.901 -0.022
S -0.652 3.041 -1.668 0.543
O 0.517 2.104 -1.529 -0.345
O -0.385 4.183 -2.481 -0.249
O -1.769 2.154 -2.108 -0.361
H -1.382 6.032 4.054 0.078
H -1.233 4.383 4.654 0.079
H -2.812 4.996 4.176 0.078
H 0.365 5.546 2.333 0.116
H 0.790 4.732 0.040 0.123
H -2.890 2.563 0.119 0.116
H -3.315 3.374 2.422 0.113
```

Results
Highest occupied orbital energy   -8.050 eV
Kohn-Sham gap   8.06 eV

No. 2
Below is C27H39CuN8O4Se as an isolated structure, with properties calculated with ωB97M-V/def2-TZVPD.

Structure (XYZ):
```
80
Properties=species:S:1:pos:R:3:lowdin_charge:R:1
Cu 9.079 11.204 8.190 -0.020
C 6.197 9.083 8.631 0.015
C 7.396 8.700 7.838 -0.341
N 8.414 9.512 7.609 0.065
C 9.376 8.847 6.899 -0.115
C 8.921 7.564 6.631 -0.041
N 7.685 7.511 7.282 0.173
C 9.494 6.320 5.986 -0.440
O 10.791 6.416 5.574 0.093
O 8.851 5.293 5.930 0.090
C 10.579 9.619 6.492 -0.537
O 11.475 9.021 5.856 0.011
O 10.706 10.814 7.004 -0.082
H 5.488 8.260 8.834 0.092
H 5.814 9.849 7.955 0.084
H 6.554 9.416 9.627 0.079
H 7.093 6.694 7.306 0.168
H 11.176 7.346 5.633 0.079
C 10.137 16.292 13.524 -0.107
C 10.887 15.840 12.214 -0.248
C 11.229 14.334 12.111 -0.194
C 11.459 13.825 10.679 -0.184
N 11.760 12.428 10.661 -0.031
C 10.837 11.422 10.627 -0.552
Se 8.993 11.656 10.402 0.799
N 11.477 10.213 10.799 -0.015
C 10.887 8.894 10.469 -0.149
C 11.002 7.955 11.670 -0.210
C 9.902 6.945 11.665 -0.259
C 8.509 7.431 12.185 -0.079
C 12.854 10.392 10.835 -0.103
C 13.994 9.542 10.842 -0.007
C 15.256 10.128 10.928 -0.092
C 15.434 11.519 11.032 -0.065
C 14.334 12.377 10.775 -0.014
C 13.072 11.837 10.732 -0.097
H 10.068 17.372 13.580 0.060
H 10.611 16.011 14.469 0.070
H 9.140 15.895 13.469 0.058
H 11.815 16.486 12.197 0.119
H 10.208 16.046 11.399 0.091
H 10.392 13.773 12.647 0.127
H 12.156 14.189 12.724 0.122
H 12.342 14.330 10.121 0.163
H 10.518 13.976 10.119 0.071
H 11.233 8.455 9.502 0.154
H 9.837 9.085 10.290 0.052
H 10.874 8.635 12.548 0.131
H 12.064 7.597 11.837 0.120
H 10.232 6.161 12.340 0.100
H 9.852 6.499 10.664 0.110
H 8.604 7.612 13.254 0.071
H 7.724 6.675 12.100 0.068
H 8.196 8.330 11.659 0.047
H 13.918 8.442 10.706 0.117
H 16.095 9.446 10.980 0.103
H 16.445 11.851 11.132 0.093
H 14.469 13.441 10.649 0.106
C 8.232 12.621 5.731 -0.172
N 8.347 12.877 7.190 -0.146
C 6.951 13.342 7.536 -0.170
N 6.457 14.507 6.810 -0.083
C 6.442 14.277 5.337 -0.118
N 7.825 13.765 4.909 -0.080
C 8.748 14.842 5.160 -0.223
N 8.799 15.211 6.552 -0.096
C 9.209 14.070 7.369 -0.177
C 7.449 15.596 7.008 -0.163
H 7.474 11.831 5.567 0.133
H 9.226 12.259 5.397 0.134
H 7.000 13.564 8.597 0.113
H 6.260 12.542 7.326 0.115
H 6.207 15.269 4.878 0.127
H 5.666 13.519 5.037 0.131
H 8.531 15.803 4.633 0.133
H 9.760 14.552 4.759 0.143
H 9.179 14.333 8.438 0.102
H 10.240 13.796 7.121 0.138
H 7.134 16.502 6.499 0.120
H 7.613 15.827 8.061 0.123
```

Results
Highest occupied orbital energy   -7.440 eV
Kohn-Sham gap   7.76 eV
Relative energy (zero: lowest compared OMol25 entry of this formula, charge and spin)   1.2 kcal per mole

No. 3
Below is C11H26AuN3O3SSe2 as an isolated structure, with properties calculated with ωB97M-V/def2-TZVPD.

Structure (XYZ):
```
47
Properties=species:S:1:pos:R:3:mulliken_spin:R:1
Au -0.363 -0.036 -0.345 0.277
C -0.146 2.696 1.399 0.014
N 0.759 1.604 1.047 0.102
C 1.907 2.130 0.304 -0.008
C 1.244 0.877 2.228 0.000
C 0.155 0.171 3.020 0.001
N -0.489 -0.901 2.275 0.012
C 0.318 -2.113 2.259 -0.002
C -1.829 -1.176 2.761 -0.002
H 0.336 3.399 2.093 0.001
H -1.057 2.314 1.852 -0.006
H -0.427 3.232 0.494 -0.001
H 2.475 2.842 0.918 0.000
H 1.558 2.641 -0.592 0.002
H 2.552 1.304 0.010 0.000
H 1.766 1.578 2.897 0.001
H 1.978 0.153 1.871 -0.001
H -0.611 0.887 3.321 -0.001
H 0.604 -0.207 3.953 -0.002
H 0.445 -2.528 3.271 0.000
H 1.296 -1.915 1.824 0.000
H -0.168 -2.864 1.634 0.000
H -1.834 -1.539 3.801 -0.001
H -2.295 -1.936 2.134 0.002
H -2.438 -0.272 2.707 0.000
O -4.914 -1.571 -3.813 0.002
C -4.556 -0.487 -2.952 0.007
C -3.125 -0.061 -3.263 0.001
C -3.027 0.403 -4.733 0.003
O -3.144 -0.631 -5.684 0.001
C -2.133 -1.206 -3.059 -0.008
Se -2.027 -1.886 -1.228 0.926
C -2.775 1.162 -2.410 0.026
Se -2.707 0.846 -0.472 0.577
H -5.767 -1.921 -3.544 0.001
H -4.639 -0.791 -1.905 -0.011
H -5.222 0.368 -3.122 0.002
H -2.047 0.858 -4.895 0.002
H -3.785 1.181 -4.901 -0.003
H -3.938 -1.136 -5.466 0.001
H -1.131 -0.888 -3.348 -0.009
H -2.413 -2.054 -3.679 -0.001
H -3.520 1.944 -2.559 0.010
H -1.804 1.552 -2.712 -0.015
O 3.126 -2.281 -1.909 0.007
S 1.790 -1.732 -1.737 0.013
N 1.549 -0.885 -0.534 0.079
```

Results
Highest occupied orbital energy (spin up / spin down)   -6.815 / -8.541 eV
Multiplicity   3
Kohn-Sham gap (spin up / spin down)   7.11 / 6.61 eV
Relative energy (zero: lowest compared OMol25 entry of this formula, charge and spin)   0.0 kcal per mole

No. 4
Below is the molecule C26H31N7O, with properties calculated with ωB97M-V/def2-TZVPD.

Structure (XYZ):
```
65
Properties=species:S:1:pos:R:3:nbo_charge:R:1
C 4.327 7.532 -2.628 -0.250
O 4.582 6.264 -3.176 -0.496
C 3.937 5.184 -2.634 0.270
C 3.043 5.233 -1.571 -0.306
C 2.445 4.075 -1.111 -0.168
C 2.721 2.830 -1.677 0.134
N 2.047 1.700 -1.214 -0.450
C 2.095 0.477 -1.978 -0.220
C 0.888 -0.386 -1.605 -0.207
N 0.923 -0.684 -0.187 -0.431
C -0.015 -1.730 0.203 -0.109
C -1.463 -1.270 0.187 -0.039
C -2.229 -1.427 -0.987 -0.212
C -3.517 -0.976 -1.057 -0.184
C -4.108 -0.333 0.050 0.129
N -5.381 0.097 -0.049 -0.403
C -5.918 0.693 0.977 0.060
C -5.250 0.919 2.196 -0.260
C -3.958 0.490 2.324 -0.159
C -3.340 -0.160 1.234 -0.023
C -2.017 -0.639 1.273 -0.212
C 0.332 -2.289 1.544 0.355
N 1.107 -1.705 2.430 -0.322
N 1.141 -2.492 3.493 -0.058
N 0.434 -3.522 3.317 -0.073
N -0.105 -3.459 2.092 -0.205
C -1.043 -4.510 1.700 0.131
C -1.046 -4.744 0.191 -0.620
C -0.601 -5.795 2.408 -0.610
C -2.437 -4.097 2.184 -0.615
C 0.853 0.553 0.568 -0.255
C 2.063 1.408 0.205 -0.199
C 3.626 2.794 -2.742 -0.241
C 4.215 3.949 -3.213 -0.237
H 4.618 7.582 -1.573 0.173
H 3.272 7.810 -2.726 0.173
H 4.936 8.229 -3.202 0.198
H 2.793 6.169 -1.096 0.217
H 1.734 4.148 -0.302 0.202
H 3.015 -0.096 -1.778 0.176
H 2.038 0.711 -3.042 0.211
H -0.031 0.156 -1.888 0.175
H 0.934 -1.320 -2.172 0.195
H 0.116 -2.525 -0.539 0.230
H -1.783 -1.916 -1.842 0.215
H -4.109 -1.096 -1.950 0.230
H -6.942 1.021 0.849 0.192
H -5.759 1.421 3.004 0.223
H -3.400 0.638 3.238 0.218
H -1.445 -0.504 2.181 0.224
H -1.573 -5.672 -0.015 0.229
H -0.031 -4.843 -0.188 0.217
H -1.561 -3.946 -0.335 0.218
H -1.298 -6.596 2.178 0.211
H 0.392 -6.087 2.077 0.217
H -0.573 -5.646 3.483 0.242
H -2.428 -3.946 3.261 0.223
H -2.756 -3.174 1.704 0.221
H -3.154 -4.877 1.946 0.217
H -0.069 1.116 0.343 0.170
H 0.894 0.311 1.629 0.245
H 2.973 0.848 0.472 0.182
H 2.044 2.333 0.778 0.209
H 3.888 1.857 -3.206 0.212
H 4.913 3.913 -4.034 0.221
```

Results
Highest occupied orbital energy   -7.352 eV
Kohn-Sham gap   7.32 eV
Relative energy (zero: lowest compared OMol25 entry of this formula, charge and spin)   6.1 kcal per mole

No. 5
Below is the molecule BH4NS, with properties calculated with ωB97M-V/def2-TZVPD.

Structure (XYZ):
```
7
Properties=species:S:1:pos:R:3:nbo_charge:R:1
N -0.177 0.207 1.064 -1.034
B 0.115 -0.100 -0.270 0.399
S -0.579 1.023 -1.535 -0.258
H -0.109 -0.514 1.723 0.390
H -0.452 1.042 1.526 0.396
H 0.662 -1.102 -0.468 -0.059
H -0.398 0.398 -2.785 0.167
```

Results
Highest occupied orbital energy   -9.330 eV
Kohn-Sham gap   9.89 eV
Relative energy (zero: lowest compared OMol25 entry of this formula, charge and spin)   1.1 kcal per mole

No. 6
Below is the molecule C6H11N, with properties calculated with ωB97M-V/def2-TZVPD.

Structure (XYZ):
```
18
Properties=species:S:1:pos:R:3:nbo_charge:R:1
H 1.469 -1.578 -1.260 0.319
N 0.897 -0.721 -1.273 -0.640
C 0.952 -0.035 -0.118 0.240
C 2.121 -0.024 0.818 -0.673
C -0.282 0.594 0.034 -0.201
C -0.582 1.960 0.563 -0.627
C -1.135 -0.175 -0.802 0.089
C -1.616 -1.566 -0.510 -0.643
H 1.930 0.616 1.681 0.221
H 2.326 -1.031 1.195 0.230
H 3.023 0.338 0.320 0.224
H -1.114 2.561 -0.183 0.219
H -1.207 1.934 1.461 0.210
H 0.332 2.499 0.818 0.213
H -1.831 0.371 -1.450 0.175
H -2.580 -1.504 0.010 0.215
H -0.920 -2.110 0.127 0.213
H -1.784 -2.131 -1.430 0.216
```

Results
Highest occupied orbital energy (spin up / spin down)   -7.710 / -7.710 eV
Kohn-Sham gap (spin up / spin down)   8.49 / 8.49 eV
Relative energy (zero: lowest compared OMol25 entry of this formula, charge and spin)   64.8 kcal per mole

No. 7
Below is the molecule C5H11NO2, with properties calculated with ωB97M-V/def2-TZVPD.

Structure (XYZ):
```
19
Properties=species:S:1:pos:R:3:nbo_charge:R:1
C -2.378 -1.461 0.155 -0.736
C -1.037 -1.081 -0.513 0.743
O -0.745 -1.483 -1.602 -0.537
N -0.277 -0.220 0.334 -0.545
C 0.714 -0.864 1.177 -0.406
C 0.046 1.081 -0.334 -0.237
C 1.478 1.584 -0.174 -0.086
O 1.699 2.425 -1.321 -0.728
H -2.578 -0.646 0.830 0.228
H -2.451 -2.466 0.566 0.241
H -3.139 -1.483 -0.633 0.234
H 0.219 -1.506 1.906 0.202
H 1.356 -1.548 0.600 0.175
H 1.363 -0.130 1.643 0.208
H 0.061 0.889 -1.403 0.223
H -0.778 1.731 -0.066 0.200
H 1.785 2.226 0.649 0.177
H 2.088 0.693 -0.152 0.172
H 2.575 2.258 -1.661 0.471
```

Results
Highest occupied orbital energy   -8.720 eV
Kohn-Sham gap   9.52 eV
Relative energy (zero: lowest compared OMol25 entry of this formula, charge and spin)   53.6 kcal per mole

No. 8
Below is C31H37MgN6S2 as an isolated structure, with properties calculated with ωB97M-V/def2-TZVPD.

Structure (XYZ):
```
77
Properties=species:S:1:pos:R:3:lowdin_charge:R:1
Mg -0.852 1.206 0.268 0.597
C -0.033 -1.510 1.384 -0.038
C -0.516 -0.315 2.172 -0.258
C -1.890 -0.004 2.212 -0.256
C -2.904 -0.963 1.690 -0.041
C -2.259 1.208 2.833 -0.167
C -3.585 1.907 2.536 -0.024
C -1.320 1.891 3.678 -0.180
C -1.765 2.954 4.633 -0.038
C 0.022 1.462 3.679 -0.214
C 1.022 2.292 4.409 -0.029
C 0.437 0.365 2.946 -0.188
C 1.890 -0.070 3.006 -0.010
H 0.333 -2.310 2.049 0.108
H 0.878 -1.219 0.795 0.096
H -0.785 -1.868 0.686 0.066
H -3.106 -0.818 0.599 0.045
H -3.890 -0.838 2.173 0.105
H -2.642 -2.011 1.802 0.089
H -3.494 2.969 2.705 0.074
H -4.347 1.503 3.184 0.093
H -3.882 1.750 1.477 0.075
H -1.336 3.954 4.412 0.097
H -1.525 2.656 5.673 0.114
H -2.851 3.029 4.523 0.071
H 1.465 1.656 5.198 0.107
H 0.521 3.185 4.812 0.074
H 1.819 2.587 3.743 0.077
H 2.526 0.596 2.405 0.099
H 2.093 -1.071 2.691 0.066
H 2.255 0.049 4.020 0.082
N -2.576 0.590 -3.785 0.085
C -1.837 0.676 -2.636 -0.782
S -2.812 1.285 -1.274 0.587
N -0.549 0.339 -2.605 -0.042
N 0.143 0.859 -1.566 -0.043
C 1.205 1.675 -1.737 -0.129
C 1.919 1.739 -3.013 -0.157
C 2.465 2.915 -3.572 -0.035
C 3.042 2.923 -4.853 -0.070
C 2.905 1.819 -5.675 -0.067
C 2.314 0.639 -5.166 -0.055
C 1.849 0.612 -3.858 -0.040
C 1.467 2.643 -0.667 -0.173
C 2.577 3.526 -0.650 -0.003
C 2.614 4.547 0.265 -0.006
C 1.624 4.625 1.288 -0.026
C 0.600 3.729 1.244 -0.097
N 0.538 2.737 0.307 0.050
H -3.563 0.831 -3.743 0.090
H -2.155 0.204 -4.619 0.109
H 2.417 3.834 -3.014 0.096
H 3.608 3.840 -5.136 0.123
H 3.317 1.821 -6.694 0.115
H 2.232 -0.218 -5.830 0.107
H 1.302 -0.273 -3.479 0.099
H 3.356 3.283 -1.346 0.112
H 3.463 5.254 0.244 0.132
H 1.630 5.400 2.066 0.126
H -0.278 3.807 1.905 0.128
C 1.816 -4.163 -2.143 -0.013
C 0.507 -4.660 -1.645 -0.261
C 0.275 -5.870 -1.040 0.021
C -1.060 -6.172 -0.633 -0.315
N -2.092 -5.389 -0.857 0.099
C -1.898 -4.187 -1.454 -0.906
S -3.083 -3.074 -1.671 0.616
N -0.619 -3.874 -1.854 0.078
C -1.417 -7.490 -0.048 -0.027
H 2.474 -5.035 -2.254 0.095
H 2.247 -3.413 -1.431 0.102
H 1.714 -3.666 -3.099 0.081
H 1.059 -6.543 -0.748 0.113
H -0.472 -2.946 -2.242 0.121
H -1.632 -8.215 -0.834 0.096
H -2.314 -7.341 0.554 0.086
H -0.605 -7.845 0.610 0.089
```

Results
Highest occupied orbital energy   -9.886 eV
Kohn-Sham gap   6.01 eV
Charge   +1
Relative energy (zero: lowest compared OMol25 entry of this formula, charge and spin)   36.3 kcal per mole

Energy across the listed records, respectively: -3799.49378; -5833.23781; -6161.36927; -1467.85386; -480.24013; -289.86840; -402.29265; -2528.35653 hartree.
Max |F| across the listed records, respectively: 0.012; 0.055; 0.002; 0.027; 0.033; 0.021; 0.043; 0.062 Eh/bohr.